(a)
DFT (ωB97M-V with the def2-TZVPD basis set) results for 3 unconnected molecules or ions with the total composition C4H16N2O2.

```
! RIJCOSX wB97M-V def2-TZVPD def2/J DEFGRID3
* xyz 0 1
O -1.4683 -2.7096 1.7193
O 1.1407 3.7020 -0.6808
N -0.9637 -1.0418 -1.1366
N -1.5587 1.4302 0.8660
C 1.5461 -1.5680 -0.8861
C 0.3833 -0.1796 0.7767
C -0.1104 1.2501 1.1237
C 0.3571 -0.6489 -0.6602
H -2.0376 -1.9193 1.6380
H -0.9322 -2.6837 0.9236
H 1.3620 -2.5133 -0.3602
H 1.4370 3.8060 -1.5900
H 0.3127 3.2159 -0.7374
H -1.2867 -1.9733 -0.8985
H -1.6999 0.9657 -0.0311
H 1.3534 -0.1471 1.2609
H -1.7986 2.4036 0.7104
H 0.6359 0.2766 -1.2348
H -1.0010 -1.0008 -2.1475
H 1.4838 -1.9462 -1.9307
H 0.5424 1.8443 0.4801
H 2.4966 -1.0708 -0.7651
H -0.2221 -0.8939 1.3605
H 0.0282 1.4017 2.1997
*
```

The SMILES is C[C@@H](N)CCN.O.O. The value obtained for the orbital gap is 10.0 eV. The HOMO energy is -9.385 eV. The LUMO energy is 0.57 eV.

***

(b)
DFT (ωB97M-V with the def2-TZVPD basis set) results for 3 unconnected molecules or ions with the total composition C4H16N2O2.

```
! RIJCOSX wB97M-V def2-TZVPD def2/J DEFGRID3
* xyz 0 1
O 2.4378 0.8664 0.7942
O 1.1911 -2.5214 1.7711
N -0.8913 1.4228 -1.3484
N -1.2990 -0.7292 1.7153
C -0.0541 -1.0134 -1.0842
C -1.0654 0.0833 -0.7389
C 0.5206 1.8497 -1.5426
C -1.1474 0.3868 0.7848
H 1.9091 0.1308 1.1349
H -1.8764 -1.4365 1.2589
H 2.8837 1.2870 1.5429
H -1.9006 -0.4208 2.4704
H 0.4110 2.8805 -1.9551
H 1.5306 -2.9579 0.9815
H 0.4238 -1.9565 1.5985
H 0.9509 -0.8734 -0.6766
H -0.1934 0.9592 0.9499
H 0.9181 1.7135 -0.5290
H -1.9489 1.1767 0.9591
H 0.0546 -1.2550 -2.1429
H 0.9419 1.1286 -2.2808
H -1.4013 1.4806 -2.2196
H -0.3195 -1.9219 -0.5598
H -2.0758 -0.2797 -0.8839
*
```

The SMILES is CN[C@@H](C)CN.O.O. The value obtained for the orbital gap is 9.4 eV. The HOMO energy is -8.636 eV. The LUMO energy is 0.80 eV.

***

Here is how they stack up, most stable first: (a), (b).

***

(a)
DFT (ωB97M-V with the def2-TZVPD basis set) results for a single H3NP2S molecule.

```
! RIJCOSX wB97M-V def2-TZVPD def2/J DEFGRID3
* xyz 0 1
S 3.0743 -1.0038 0.0370
P -1.4973 0.7672 -0.1007
P 1.5904 1.0373 -0.0488
N 0.1497 0.2014 -0.1013
H -1.8127 -0.5559 -0.7832
H 0.1911 -0.8570 -0.1869
H -1.6955 0.4108 1.1840
*
```

The SMILES is PNP=S. The value obtained for the orbital gap (spin up / spin down) is 6.6 / 6.6 eV. The HOMO energy (spin up / spin down) is -8.316 / -8.319 eV. The LUMO energy (spin up / spin down) is -1.70 / -1.70 eV.

***

(b)
DFT (ωB97M-V with the def2-TZVPD basis set) results for a single H3NP2S molecule.

```
! RIJCOSX wB97M-V def2-TZVPD def2/J DEFGRID3
* xyz 0 1
S -1.4304 -1.3748 -1.2704
P 0.6843 -1.3242 -0.5614
P -1.2905 0.3355 0.0760
N 0.4076 0.2426 0.2737
H 1.3494 -1.1759 -1.9378
H -1.6908 -0.4020 1.2207
H 1.0716 1.0173 0.0032
*
```

The SMILES is N1[P@H]2=[P@@H]1S2. The value obtained for the orbital gap is 8.2 eV. The HOMO energy is -8.064 eV. The LUMO energy is 0.09 eV.

***

Here is how they stack up, most stable first: (b), (a).